# 1
64
Properties=species:S:1:pos:R:3:forces:R:3 method="wB97M-V/def2-TZVPD" relative_energy_kj_mol=9.4 e_homo_ha=-0.30246 spin_multiplicity=1 smiles=CCCCCOc1ccc([C@](C)(O)[C@H](CN2CCOCC2)c2ccccc2)cc1 charge=0
O -2.8633 -2.6985 -0.3843 -0.047 -0.307 -0.050
O 0.8314 -0.0180 -5.6368 0.014 -0.073 -0.165
O 1.9537 -1.6692 3.4389 -0.169 -0.237 -0.172
N -0.3355 -0.7307 -3.1520 0.036 -0.258 -0.159
C -3.7245 -0.6477 0.5276 0.267 -0.240 0.005
C -0.4527 3.2761 -0.5682 -0.061 0.121 0.003
C 3.7370 1.6363 4.0191 -0.363 -0.055 -0.150
C 3.2878 3.8216 5.1962 -0.214 -0.135 -0.065
C -2.0551 -0.6274 -1.3781 0.104 -0.330 0.066
C 0.8531 -1.5162 2.6501 -0.111 -0.121 -0.153
C -1.3620 -1.4261 0.9269 -0.192 -0.131 0.021
C 0.5238 -2.6109 1.8507 0.213 0.094 0.135
C -2.5040 -1.3639 -0.0655 -0.222 0.654 -0.018
C -0.1481 0.8982 -0.7234 -0.008 0.205 -0.085
C -1.0506 -0.3525 1.7492 -0.124 -0.277 0.008
C 0.0401 -0.3896 2.6002 0.235 0.050 0.273
C 0.3571 2.1582 -0.4604 0.122 -0.098 0.044
C 1.6148 -0.4953 -4.5687 0.130 -0.297 0.238
C -0.3103 0.6441 -5.1472 -0.388 0.050 0.103
C 3.1652 0.4456 3.2513 0.012 -0.177 0.200
C 2.4505 -0.5598 4.1584 0.186 0.406 -0.021
C -1.0697 -1.5035 -2.1693 -0.119 0.087 -0.085
C 2.6666 2.6028 4.5246 0.317 0.031 0.071
C -1.1532 -0.2693 -4.2577 0.222 0.219 -0.145
C -1.7727 3.1251 -0.9531 -0.014 0.211 0.040
C -2.2760 1.8636 -1.2197 0.058 -0.117 -0.009
C -1.4767 0.7330 -1.1000 -0.219 0.172 -0.101
C -0.5636 -2.5631 1.0055 -0.031 0.065 0.048
C 0.8173 -1.4414 -3.6714 0.147 0.233 -0.206
H 1.1433 -3.4922 1.9085 0.076 -0.109 0.013
H 2.5149 4.4989 5.5517 -0.003 0.124 0.070
H 2.4656 -1.0104 -5.0182 -0.010 0.035 0.087
H -0.3426 -1.9305 -1.4759 0.003 -0.055 -0.043
H -1.9967 0.3020 -3.8696 -0.072 0.018 -0.030
H 3.8964 3.5193 6.0457 0.087 0.023 0.105
H -3.6532 -2.6759 -0.9356 0.036 0.016 0.019
H -2.9664 -0.4966 -1.9755 0.005 0.032 0.057
H 1.3922 2.2692 -0.1703 0.093 -0.002 0.024
H -1.5365 -1.1152 -4.8589 -0.033 0.041 0.053
H 2.0498 2.9282 3.6834 -0.089 -0.058 -0.021
H 2.4713 0.8005 2.4860 0.026 -0.001 -0.057
H 1.6471 -0.0803 4.7288 0.048 -0.071 0.007
H 1.4433 -1.7640 -2.8367 0.020 -0.037 -0.001
H -3.5275 0.4078 0.6825 -0.040 0.119 0.032
H 0.2391 0.4737 3.2152 0.077 0.080 0.068
H -4.5739 -0.7405 -0.1496 -0.057 0.030 -0.106
H 3.9222 4.3615 4.4966 0.087 0.089 -0.041
H -3.3075 1.7608 -1.5299 -0.096 -0.060 -0.033
H 4.4117 2.1834 3.3565 0.086 0.005 0.055
H -0.0563 4.2594 -0.3609 0.037 0.073 0.008
H -3.9880 -1.1058 1.4781 -0.034 -0.020 0.069
H 0.5202 -2.3317 -4.2556 0.045 0.003 0.048
H 1.9723 0.3509 -3.9627 0.017 -0.073 -0.032
H 3.9741 -0.0830 2.7420 -0.052 -0.041 -0.048
H -1.6167 -2.3429 -2.6328 0.108 0.044 0.082
H -1.6513 0.5428 1.7371 -0.063 0.105 -0.028
H -0.8776 0.9649 -6.0228 -0.006 0.028 0.092
H 3.1640 -0.9899 4.8674 -0.103 0.103 -0.024
H -0.8125 -3.4212 0.4020 0.005 -0.095 -0.052
H -2.4124 3.9906 -1.0504 -0.043 0.067 -0.009
H -0.0090 1.5248 -4.5596 -0.052 -0.038 -0.058
H 2.0164 2.0969 5.2407 -0.111 -0.014 -0.037
H 4.3271 1.2738 4.8640 0.124 0.032 0.044
H 0.4983 0.0408 -0.6395 0.104 -0.139 0.016



# 2
68
Properties=species:S:1:pos:R:3:forces:R:3 method="wB97M-V/def2-TZVPD" relative_energy_kj_mol=168.1 e_homo_ha=-0.39440 spin_multiplicity=1 charge=+1
I 1.1783 -0.6448 -3.0708 -0.134 -0.435 -0.140
S 0.6497 2.3230 -1.0331 -0.053 0.516 -0.318
Al 0.4166 -0.4118 -0.4042 -0.089 -0.859 0.304
O 0.3960 2.8934 0.3078 -0.061 0.199 0.394
N 1.0770 0.2369 1.2243 -0.612 0.373 -0.098
N 1.7022 0.5034 3.4440 -0.062 0.038 0.089
N 3.2649 -0.1588 1.8507 -0.009 -0.034 -0.030
C -0.4507 -4.6379 -3.7280 -0.027 -0.115 0.032
C -1.4465 0.0543 -0.5083 0.378 0.088 0.147
C 3.6446 -0.3169 0.4523 -0.093 0.025 -0.013
C 0.1149 -5.1137 -0.0841 0.005 -0.042 0.102
C 0.3058 0.5738 3.8569 -0.016 -0.002 -0.021
C -4.9120 -0.2219 -0.9673 0.031 0.013 0.018
C 2.0065 0.2028 2.1633 0.141 -0.153 -0.213
C -0.2825 4.3815 -2.3752 0.062 0.011 -0.002
C -0.4147 -5.2239 -2.4955 0.010 -0.010 -0.067
C 2.6226 1.2199 4.3214 0.037 0.079 -0.001
C -0.6543 2.9283 -2.1431 0.192 -0.076 0.024
C 1.9074 3.4054 -1.8387 -0.009 -0.358 -0.109
C -4.0176 0.7231 -0.1531 -0.135 -0.019 0.110
C -4.2493 2.1720 -0.6042 0.049 -0.040 0.022
C 0.5162 -4.3960 1.0050 -0.017 -0.163 -0.010
C 0.7435 -2.3674 -0.3326 -0.286 0.232 -0.169
C 1.1836 4.3505 -2.8025 -0.130 0.074 0.059
C 0.3930 -3.1359 -1.4791 0.116 -0.249 0.143
C 4.1657 -0.7722 2.8194 0.044 -0.097 0.036
C 0.0228 -4.5053 -1.3580 0.056 0.220 -0.062
C 0.7920 -3.0198 0.8786 0.130 0.265 -0.150
C 0.3879 -2.6176 -2.7917 0.118 0.327 -0.232
C -2.6107 0.3565 -0.3489 0.129 0.004 -0.149
C -4.3386 0.5934 1.3451 -0.011 0.013 -0.054
C -0.0160 -3.3077 -3.8927 0.095 0.143 -0.016
H -4.0541 2.2841 -1.6720 0.003 0.009 0.000
H -0.5945 2.3343 -3.0601 -0.073 -0.011 0.014
H 3.2473 0.5075 -0.1391 0.008 0.044 0.001
H -3.6919 1.2473 1.9320 -0.025 0.008 0.010
H 0.0106 -2.8620 -4.8774 -0.022 -0.008 0.007
H -4.6589 -0.1745 -2.0267 -0.016 -0.003 -0.006
H -0.7203 -6.2555 -2.3715 0.019 -0.001 -0.008
H 3.6224 -1.0686 3.7131 0.004 0.010 -0.033
H 2.3855 3.9248 -1.0101 -0.043 -0.074 0.093
H -0.1311 -6.1651 0.0020 -0.019 0.012 0.034
H 4.9763 -0.0975 3.0990 0.011 -0.036 -0.007
H 4.6008 -1.6670 2.3751 -0.023 -0.017 -0.006
H 3.5550 1.4403 3.8100 -0.061 0.011 0.019
H -5.9569 0.0686 -0.8466 0.002 -0.014 0.006
H 2.1646 2.1673 4.6111 0.011 0.004 -0.012
H 1.0373 -2.4562 1.7744 -0.052 -0.046 0.030
H -0.1352 1.5519 3.6382 0.012 -0.010 -0.002
H 4.7293 -0.2946 0.3799 0.007 0.012 0.016
H -1.6061 2.7625 -1.6500 -0.015 -0.128 0.066
H 1.2559 3.9685 -3.8219 0.026 0.027 -0.014
H -0.3944 4.9269 -1.4358 -0.030 0.050 -0.045
H -0.7865 -5.1898 -4.5953 -0.003 -0.014 0.017
H 2.8310 0.6468 5.2258 0.018 -0.001 -0.017
H 1.6275 5.3447 -2.7814 0.062 -0.033 -0.034
H -0.2780 -0.2033 3.3675 0.017 -0.008 -0.002
H -4.1919 -0.4328 1.6825 -0.008 0.002 0.004
H -5.2885 2.4462 -0.4171 0.001 0.015 -0.017
H 3.2747 -1.2609 0.0408 0.066 0.004 0.014
H -3.6090 2.8611 -0.0503 0.002 0.000 -0.013
H 0.2760 0.8021 1.5022 0.242 0.217 0.245
H -5.3770 0.8759 1.5266 0.007 -0.010 0.005
H -0.9202 4.8494 -3.1240 -0.014 -0.015 0.002
H 0.5954 -4.8704 1.9748 -0.016 -0.029 -0.019
H -4.7955 -1.2521 -0.6309 0.003 -0.002 -0.010
H 2.6412 2.7674 -2.3341 0.048 0.051 0.042
H 0.2607 0.4062 4.9315 0.005 0.019 -0.002



# 3
88
Properties=species:S:1:pos:R:3:forces:R:3 method="wB97M-V/def2-TZVPD" e_homo_ha=-0.33670 spin_multiplicity=1 charge=+1
Ca 0.5433 0.5136 0.6558 -0.322 -0.095 -0.286
Cl -3.7803 0.3236 -4.6958 0.544 -2.564 -0.902
O 0.9258 -2.8480 7.0307 1.349 3.288 -0.088
O 5.8608 2.8597 0.2054 2.536 0.524 -0.413
O -0.5568 5.7412 -1.9015 1.135 0.053 0.346
O -6.4418 -1.7909 2.8885 -0.389 2.162 -0.706
O 3.2574 -1.2912 -6.3576 0.179 1.708 0.139
O -0.6239 -4.8249 -0.6093 0.505 -2.544 -2.580
O -3.1526 1.1675 -5.6541 1.524 1.661 0.411
O -0.8994 5.7298 5.9550 2.708 1.480 0.234
O 1.1236 -4.5773 5.8077 0.959 -2.673 -1.392
O 8.0768 3.3650 0.4529 0.350 1.468 0.888
O -0.2902 7.3229 -3.6075 1.318 -1.299 1.507
O -1.0372 4.1333 4.3931 1.621 -0.585 -1.613
O 2.3487 -1.1756 -4.3035 2.093 -1.883 -2.667
O -0.2023 -7.0402 -1.3445 1.287 2.271 -0.564
O -2.2869 6.7172 -2.9300 -0.149 -0.916 0.900
O -2.2372 -6.1889 -1.0991 -1.706 -1.205 -0.402
O 7.3557 2.5538 -1.3940 -0.156 -1.234 -2.761
O -2.7858 5.0933 5.2158 -3.125 0.897 -0.715
O -5.1586 -3.4619 3.3354 1.736 0.764 0.717
O 1.5541 -2.6041 4.8285 -0.159 -2.226 3.919
O 2.9153 -3.1641 -5.2593 -0.685 1.559 2.537
O -5.1695 0.6394 -4.7483 -0.584 -0.144 1.324
O -3.2085 0.3680 -3.3056 -0.821 0.450 -2.006
O -3.5367 -1.0295 -5.2484 -0.429 0.610 1.456
O -4.2466 -1.3752 2.8706 -1.493 -1.505 1.628
C 7.0190 2.9650 -0.2084 -3.565 -1.086 1.363
C -0.9830 -5.8965 -1.1209 2.138 1.957 3.975
C 3.6128 -3.5782 -6.3736 -0.198 -0.602 -0.747
C 10.4220 3.1748 0.2051 0.157 0.767 1.189
C 2.8654 -1.8144 -5.2520 -3.794 1.407 6.025
C 3.0021 -4.9022 -6.7356 -0.774 -0.305 -1.132
C -7.3517 -2.8454 3.0476 -0.082 -0.351 0.194
C -2.4037 -7.6001 -1.3006 0.383 -0.382 -0.356
C -6.6804 -4.9586 4.4076 0.331 -0.676 -0.466
C 9.1305 3.6156 -0.4730 2.006 -1.612 -0.481
C -3.1168 6.0505 6.2176 0.767 1.131 -0.077
C -1.1598 7.9340 -4.5005 -1.634 0.865 -1.241
C -2.5995 7.4768 -4.0880 0.959 1.373 0.407
C -0.9488 -8.1832 -1.1688 -3.253 -0.583 0.429
C 8.7414 2.7252 -1.6969 -0.095 1.972 1.828
C -6.4344 -4.0873 3.1734 -0.282 1.392 1.269
C 1.0742 -5.0565 7.1115 -1.496 -0.814 1.575
C -1.7609 6.7528 6.4165 -0.615 -0.779 1.133
C -5.1954 -2.1048 3.1303 1.655 -0.750 -2.731
C 3.3550 -2.3303 -7.2225 2.153 -1.976 -4.515
C 0.4803 -3.8370 7.8671 0.710 -3.056 -0.207
C -3.5688 8.6395 -3.7694 0.010 -0.950 -1.210
C -1.4948 5.0048 5.0439 -0.737 -1.764 1.508
C -0.9474 6.5107 -2.7020 -2.452 1.581 -2.471
C 1.3282 -3.3151 5.8531 -1.065 4.601 -4.603
H 10.4412 2.1850 0.6613 -0.404 -0.381 -0.712
H 9.2483 4.6539 -0.7833 -0.600 0.188 0.395
H -1.0853 9.0214 -4.5071 0.187 0.133 0.776
H -3.7964 9.0897 -4.7356 0.224 0.314 -0.169
H -6.1239 -5.8865 4.2755 -0.190 -0.183 0.058
H 9.3413 1.8175 -1.6312 -0.514 -0.197 -0.643
H 1.0215 -3.9234 8.8093 -0.807 1.080 0.413
H -0.6091 -3.8578 7.8371 0.077 0.098 0.677
H -7.9564 -2.9931 2.1528 -0.197 0.579 0.143
H 2.5317 -2.4031 -7.9331 -0.783 -0.163 0.648
H 3.5253 -5.3617 -7.5742 0.133 -0.312 0.285
H -7.7234 -5.1924 4.6214 -0.052 0.016 -0.412
H -0.8295 -8.6513 -0.1917 0.373 0.447 0.317
H 0.3960 -5.9077 7.1700 0.320 -0.114 -0.172
H -2.7722 -7.6750 -2.3237 -0.296 -0.538 0.219
H -6.3649 -4.5445 2.1863 -0.342 -0.667 0.345
H 4.1575 -2.0898 -7.9199 0.452 -0.211 0.172
H -0.9310 7.7169 -5.5439 0.194 -0.758 0.116
H 1.9603 -4.8178 -7.0449 -0.060 0.587 -0.325
H -3.0641 -7.9936 -0.5279 -0.185 0.127 -0.374
H 4.6488 -3.7365 -6.0738 0.333 0.283 -0.330
H -3.4514 5.5079 7.1018 -0.134 0.222 -0.078
H -3.0617 6.8486 -4.8495 0.095 -0.230 0.184
H -1.6157 7.6852 5.8708 -0.080 -0.156 -0.135
H -7.9114 -2.4549 3.8975 -0.585 -1.220 0.176
H 2.0592 -5.3079 7.5048 0.084 -0.061 -0.274
H -4.5387 8.2090 -3.5201 0.109 0.141 0.701
H -6.2755 -4.5258 5.3224 0.021 0.495 -0.260
H 2.8593 -5.5580 -5.8768 0.932 -0.028 0.094
H -3.2125 9.4307 -3.1096 0.031 -0.419 0.218
H -1.5914 6.8981 7.4834 0.311 0.191 -0.173
H 10.4956 3.7837 1.1062 0.208 0.375 0.012
H -0.8759 -9.0214 -1.8617 0.798 0.581 -0.614
H -3.7839 6.8478 5.8899 -0.655 -0.752 -0.202
H 8.8091 3.3603 -2.5802 0.214 -0.810 -0.311
H 11.3466 3.3499 -0.3449 -0.267 -0.042 -0.328



# 4
87
Properties=species:S:1:pos:R:3:forces:R:3 method="wB97M-V/def2-TZVPD" e_homo_ha=-0.44457 spin_multiplicity=1 charge=+1
O 5.2383 -5.0465 3.4116 -0.030 0.117 -0.333
O -4.5225 6.3911 -4.6170 0.358 -0.299 0.065
O -2.0541 -1.8538 5.1355 -0.359 0.206 -0.077
O -3.9061 -0.5928 5.0411 0.376 -0.257 -0.152
O -4.6542 -7.5148 2.8813 0.213 0.293 0.257
O 1.8532 3.8612 -0.6094 0.016 0.217 -0.204
O -2.4938 5.7698 -5.3794 -0.215 -0.203 0.375
O -3.2203 -1.7134 3.2088 0.078 -0.007 0.157
O 0.6698 3.6462 -2.5223 0.405 0.121 0.517
O -3.4342 -7.1259 4.7365 -0.060 0.258 -0.252
O 1.1625 5.6848 -1.7403 0.101 -0.814 0.181
O 0.2188 -6.0141 2.7057 0.130 0.441 -0.638
O 0.0399 -3.8843 2.0302 0.375 -0.622 -0.277
O 1.5557 9.4964 -5.3207 -0.339 -0.255 0.042
O -3.5576 4.5333 -3.8070 -0.023 0.402 -0.272
O -4.2846 -5.4008 3.5408 0.065 -0.528 0.035
O 6.6857 -4.7046 1.7140 -0.230 -0.237 0.223
O 6.6592 -6.6764 2.7768 -0.122 0.476 -0.058
O 1.0375 -5.4076 0.6934 0.160 0.261 -0.024
O -0.0382 8.6169 -3.9888 0.093 0.150 -0.217
O 0.0610 8.0604 -6.1713 0.233 0.154 0.353
N 2.4144 -1.8024 -0.4391 1.818 0.599 1.725
N -0.3525 0.5654 -0.2341 0.371 0.985 -0.106
N 3.9314 -0.9782 1.0427 -1.131 0.670 -1.227
N 3.4079 -3.3649 0.9339 0.791 0.432 0.497
N 2.5055 -0.4681 -0.5610 -0.558 2.540 -1.697
C 1.2797 4.3566 -1.5407 0.124 0.500 -0.016
C 7.4954 -6.8453 1.6322 0.259 -0.480 -0.215
C 0.4820 -5.1286 1.7179 -0.101 -0.099 0.199
C -3.5345 -0.6648 6.4177 -0.292 0.178 0.478
C 0.6238 5.8750 -3.0539 -0.225 0.404 -0.354
C -0.0848 4.5770 -3.3082 -0.483 0.014 -0.580
C -3.4342 5.5852 -4.6703 0.299 0.178 -0.394
C -0.2355 -5.2637 3.8345 -0.106 -0.295 0.815
C 7.8274 -5.4278 1.2526 0.483 0.147 -0.354
C -3.0766 -1.4141 4.3517 -0.201 -0.025 -0.319
C 0.7732 8.6067 -7.2802 -0.084 -0.054 -0.581
C 0.4774 8.7151 -5.0589 -0.178 0.123 0.131
C -2.0974 -1.1058 6.3512 0.390 0.052 0.471
C 0.6852 1.1451 -0.6842 0.020 -0.844 -0.589
C 3.3872 0.0592 0.2968 -0.084 -3.196 0.517
C 2.0090 9.1718 -6.6339 0.468 0.158 -0.275
C 6.1119 -5.4408 2.7020 -0.079 -0.116 0.277
C -4.0636 -6.7218 3.8099 0.137 -0.186 0.280
C 1.6328 0.2374 -1.5481 -0.303 0.606 0.653
C -5.4909 -6.6891 2.0771 -0.426 -0.157 -0.376
C -4.8717 -5.3292 2.2410 -0.090 0.544 -0.317
C 3.3130 -2.0888 0.5740 -0.843 -0.217 -0.664
C -5.5139 5.7280 -3.8374 -0.590 0.127 0.053
C -4.6986 4.7927 -2.9881 -0.154 -0.305 0.507
C -0.7562 -4.0082 3.2135 -0.508 0.506 0.277
H -4.0844 -5.1354 1.5081 -0.010 -0.035 0.030
H -4.3658 5.2548 -2.0554 0.000 0.030 -0.055
H -5.4911 -7.0276 1.0424 0.104 -0.151 0.114
H 2.8693 -4.0518 0.4126 0.168 -0.110 0.638
H 4.0240 -3.6014 1.7092 -0.247 -0.292 -0.285
H -1.4034 -0.2656 6.2739 -0.048 -0.015 -0.044
H -4.1746 -1.3949 6.9181 0.038 -0.008 -0.053
H 6.9301 -7.3665 0.8561 -0.019 0.044 0.039
H -1.1165 4.5867 -2.9534 0.062 -0.054 0.008
H 3.6013 1.1378 0.3859 -0.165 -0.865 -0.127
H 8.7148 -5.0524 1.7669 -0.065 -0.011 0.030
H -5.2276 3.8697 -2.7564 0.185 -0.060 -0.100
H -6.0841 6.4418 -3.2455 0.128 0.118 -0.135
H 2.8157 8.4385 -6.5580 -0.047 0.001 0.021
H -5.6056 -4.5267 2.1912 0.124 0.041 0.186
H 2.2539 0.8177 -2.2607 -0.313 -0.416 0.497
H 8.3788 -7.4311 1.8794 -0.135 -0.006 0.182
H 2.3831 10.0567 -7.1458 -0.035 0.059 0.212
H 1.0511 -0.5447 -2.0889 0.362 0.736 0.463
H 1.4470 6.0482 -3.7515 0.025 -0.032 0.084
H -1.0076 -5.8052 4.3801 0.083 -0.180 -0.163
H -3.6540 0.3018 6.9036 -0.085 0.020 -0.204
H -1.8064 -4.0873 2.9264 0.051 0.052 -0.016
H -1.8096 -1.7246 7.1994 0.033 -0.124 -0.182
H 0.6107 -5.0817 4.5016 0.034 -0.042 -0.094
H 7.9612 -5.3014 0.1797 -0.164 0.139 0.059
H -6.1951 5.1992 -4.5080 0.058 -0.005 0.008
H -0.0757 4.2944 -4.3586 0.021 -0.155 0.115
H 0.9995 7.8361 -8.0151 -0.143 -0.094 0.148
H 0.1571 9.3757 -7.7515 0.012 -0.010 0.064
H -6.5111 -6.7352 2.4655 0.048 0.017 0.025
H -0.6319 -3.1436 3.8580 0.062 0.056 -0.245
H 1.7996 -2.3857 -0.9953 0.043 0.259 0.227
H -0.8505 1.2743 0.3172 -0.186 -0.475 0.093
H 0.9806 2.2021 -0.4786 -0.069 -1.091 -0.257
H -0.0457 6.7280 -3.0827 0.144 -0.008 0.194



no.,electronic energy (eV),frontier orbital gap (eV),LUMO level (eV)
1,-34125.3760,8.9,0.70
2,-58555.1336,8.3,-2.41
3,-108635.6272,2.1,-7.11
4,-76950.9179,10.1,-2.03